Entry 1:
{
  "formula": "C31H39Br2F10N2O18P2S2",
  "method": "ωB97M-V/def2-TZVPD",
  "total_charge": -1,
  "gap_ev": 4.21,
  "symbols": ["C", "P", "C", "P", "F", "C", "C", "C", "S", "C", "S", "N", "C", "C", "N", "C", "C", "C", "C", "F", "Br", "C", "F", "F", "Br", "H", "H", "H", "H", "H", "H", "H", "H", "H", "H", "H", "H", "H", "H", "H", "H", "H", "H", "H", "H", "H", "C", "C", "O", "C", "O", "O", "F", "H", "H", "H", "C", "C", "O", "C", "O", "O", "F", "H", "H", "H", "C", "C", "O", "C", "O", "O", "F", "H", "H", "H", "C", "C", "O", "C", "O", "O", "F", "H", "H", "H", "C", "C", "O", "C", "O", "O", "F", "H", "H", "H", "C", "C", "O", "C", "O", "O", "F", "H", "H", "H"],
  "xyz": [[-0.8102, 1.6932, 4.3073], [-0.0887, 1.8189, 2.5569], [1.5847, 2.7390, 2.5629], [-1.5028, 2.7683, 1.1398], [-0.3030, 2.5404, -0.1196], [-2.5949, 3.7333, -0.0879], [-4.1495, 3.8243, 0.2828], [-4.4910, 4.6189, 1.6338], [-6.3417, 5.0035, 1.6306], [-7.2192, 3.3599, 1.4389], [-8.3677, 3.1684, 0.2448], [-6.7886, 2.3112, 2.3970], [-5.9414, 1.1758, 2.0936], [-5.7322, 0.4022, 3.4121], [-6.4827, 1.0753, 4.4675], [-7.0860, 2.2242, 3.8274], [-2.3591, 1.0861, 0.7754], [-1.4161, 0.0064, 0.0497], [-2.1896, -1.4187, -0.1161], [-3.3194, -1.1605, -0.9908], [-2.8820, -2.1544, 1.5887], [-1.2282, -2.5650, -0.7491], [-0.3153, -3.0591, 0.2262], [-2.0606, -3.6861, -1.1449], [-0.2568, -1.9840, -2.3692], [-0.2387, 2.3544, 5.0656], [-0.7095, 0.5968, 4.6331], [-1.9114, 1.9977, 4.2510], [2.1994, 2.4126, 3.4817], [2.2012, 2.4807, 1.6238], [1.4639, 3.8788, 2.6108], [-0.8514, 4.0435, 1.4697], [-2.4047, 2.9392, 2.2524], [-2.5332, 3.1661, -1.0996], [-2.1091, 4.7593, -0.2864], [-4.6550, 4.4210, -0.5758], [-4.7020, 2.8257, 0.3261], [-4.2759, 3.9534, 2.5447], [-3.9028, 5.5969, 1.7500], [-5.5158, 0.9294, 1.0565], [-5.0879, -0.5406, 3.5477], [-7.7477, 3.0365, 4.2914], [-2.7588, 0.7100, 1.7852], [-3.2912, 1.1893, 0.0932], [-1.2602, 0.3753, -1.0311], [-0.4464, -0.2304, 0.6004], [-9.2943, 8.6872, 3.2410], [-8.3403, 8.6294, 4.3917], [-7.0955, 8.3953, 3.7679], [-7.1952, 8.9651, 2.5337], [-6.2615, 9.2032, 1.8266], [-8.4912, 9.2375, 2.2074], [-8.6196, 7.5813, 5.2033], [-9.6491, 7.6981, 2.9378], [-10.1577, 9.3218, 3.4471], [-8.2891, 9.5502, 4.9804], [2.4828, -3.9757, -4.1143], [3.5556, -4.6163, -3.2947], [4.6865, -3.8134, -3.5610], [4.1936, -2.5730, -3.8348], [4.8548, -1.5765, -3.8438], [2.8555, -2.6067, -4.0906], [3.8103, -5.8763, -3.7240], [2.4730, -4.3306, -5.1488], [1.4901, -4.1191, -3.6847], [3.3554, -4.6251, -2.2192], [2.9822, -0.0530, 6.5283], [2.6782, 0.7500, 7.7529], [2.9054, 2.0788, 7.3327], [2.6372, 2.0866, 5.9950], [2.4590, 3.0775, 5.3504], [2.5893, 0.8240, 5.4842], [3.5460, 0.4598, 8.7541], [4.0471, -0.2826, 6.4285], [2.4173, -0.9857, 6.4906], [1.6502, 0.6491, 8.1130], [8.1052, -1.4962, -4.4125], [9.0562, -1.5689, -3.2618], [10.2987, -1.8289, -3.8858], [10.2104, -1.2603, -5.1209], [11.1515, -1.0426, -5.8301], [8.9221, -0.9637, -5.4486], [8.7572, -2.6090, -2.4478], [7.7312, -2.4786, -4.7140], [7.2542, -0.8453, -4.2091], [9.1248, -0.6479, -2.6756], [8.6487, -5.1003, -7.7316], [8.6890, -3.9114, -8.6380], [7.3779, -3.3923, -8.5482], [6.9384, -3.7300, -7.3038], [5.9879, -3.2377, -6.7701], [7.7205, -4.6926, -6.7369], [8.9182, -4.2845, -9.9203], [8.2748, -5.9987, -8.2309], [9.6224, -5.3226, -7.2924], [9.4095, -3.1434, -8.3412], [-2.3636, -7.0462, -0.7586], [-2.2080, -7.8219, -2.0271], [-1.1491, -8.7105, -1.7344], [-1.2185, -8.9273, -0.3899], [-0.6617, -9.8228, 0.1758], [-2.0058, -8.0034, 0.2294], [-1.8252, -7.0164, -3.0467], [-1.6834, -6.1920, -0.6997], [-3.3845, -6.6916, -0.6096], [-3.0957, -8.3912, -2.3185]],
  "forces_ev_per_a": [[0.26, 0.42, 0.62], [1.90, -2.07, 0.27], [0.49, 0.47, 0.33], [-0.18, 1.83, 0.05], [-0.40, -0.12, 0.32], [-0.75, -0.46, -1.43], [-0.23, 1.46, -0.62], [0.47, -1.49, 0.26], [-0.21, -1.34, -0.18], [0.61, 0.42, -0.23], [1.57, 0.00, 2.02], [0.90, -2.13, 1.72], [0.11, -1.49, 3.23], [-2.00, 3.67, -2.54], [-0.45, 2.74, -4.77], [1.74, -2.28, -0.44], [-0.44, -1.74, -0.56], [-1.25, -0.86, -0.11], [0.38, 1.61, -0.96], [2.08, -1.19, 1.35], [0.23, 0.31, -0.90], [-1.16, -1.47, 0.68], [-1.95, 1.14, -2.31], [1.87, 2.06, 0.88], [-0.51, -0.41, 1.14], [-1.06, -0.91, -1.11], [-0.31, 1.66, -0.39], [1.41, -0.40, 0.30], [-1.21, 0.53, -1.88], [-1.29, 0.30, 1.31], [0.20, -1.43, -0.07], [0.04, -0.04, -0.11], [-0.26, 0.10, 0.00], [-0.19, 0.93, 1.45], [-0.98, -1.38, 0.48], [0.62, -0.96, 1.35], [1.07, 1.22, -0.06], [-0.26, 1.12, -1.33], [-1.19, -1.28, -0.26], [-0.92, 0.68, 1.89], [-1.31, 1.86, -0.13], [1.27, -1.63, -0.64], [0.77, 0.34, -1.40], [1.49, 0.01, 1.03], [0.07, -0.68, 1.76], [-1.22, 0.72, -0.71], [-0.95, 0.14, -0.29], [0.18, -0.62, 0.41], [-0.45, 0.61, -0.21], [1.34, 0.20, -1.29], [-0.91, -0.23, 0.66], [0.50, -0.06, 0.31], [0.00, 0.04, 0.23], [0.16, -0.04, 0.22], [0.16, 0.07, -0.17], [0.00, -0.15, 0.12], [-1.07, -0.12, -0.26], [0.33, -0.59, -0.13], [-0.55, 0.45, 0.25], [0.64, 1.32, -0.30], [-0.47, -0.79, -0.01], [0.76, -0.02, 0.24], [0.07, -0.17, 0.13], [0.21, -0.14, 0.13], [0.10, 0.24, 0.00], [0.07, -0.16, -0.07], [-0.05, -0.90, -0.44], [0.36, 0.16, 0.48], [-0.43, -0.45, -0.26], [-0.21, 1.35, -1.26], [0.43, -0.83, 1.28], [0.02, 0.53, 0.44], [-0.02, -0.02, 0.26], [-0.03, 0.12, 0.24], [-0.05, 0.18, -0.18], [0.13, -0.01, 0.14], [-1.16, 0.21, -0.10], [-0.11, -0.54, 0.46], [-0.18, 0.59, -0.38], [0.89, 0.27, -1.06], [-0.78, -0.31, 0.53], [0.90, -0.15, 0.18], [0.10, 0.03, 0.19], [0.07, 0.00, 0.24], [0.11, -0.05, -0.21], [0.02, -0.17, 0.11], [0.58, -0.75, 0.39], [0.05, 0.07, -0.70], [0.29, -0.14, 0.68], [-1.38, 0.50, 0.75], [0.81, -0.50, -0.44], [-0.26, 0.53, -0.28], [0.10, 0.10, -0.13], [0.01, 0.19, -0.17], [-0.19, 0.08, 0.15], [-0.01, -0.02, -0.18], [-0.54, 0.82, 0.44], [0.30, 0.29, -0.56], [-0.51, -0.06, 0.47], [0.76, -1.00, 1.09], [-0.45, 0.82, -0.53], [0.34, -0.59, -0.44], [-0.06, -0.07, -0.21], [-0.03, -0.09, -0.24], [0.12, -0.13, 0.16], [0.09, 0.08, -0.16]]
}



Entry 2:
{
  "formula": "C31H39CrN5S",
  "method": "ωB97M-V/def2-TZVPD",
  "total_charge": -2,
  "spin_multiplicity": 5,
  "gap_ev": [2.46, 2.31],
  "symbols": ["Cr", "N", "N", "C", "C", "C", "C", "H", "H", "H", "C", "C", "H", "H", "H", "C", "C", "H", "H", "H", "C", "H", "H", "H", "C", "H", "H", "H", "C", "H", "C", "H", "C", "H", "C", "H", "C", "C", "H", "C", "C", "H", "C", "H", "N", "C", "C", "C", "H", "C", "C", "H", "H", "H", "C", "H", "C", "C", "H", "H", "H", "C", "H", "H", "H", "S", "C", "N", "C", "C", "N", "H", "H", "H", "H", "H", "H"],
  "xyz": [[0.5387, -0.3056, 1.2442], [0.6953, -2.7740, 4.3834], [-0.7380, -2.7629, -2.0366], [1.1279, 1.7628, -0.0042], [2.2529, 0.9370, 0.3472], [2.2844, 0.8158, 1.7926], [3.1183, -0.0930, 2.5968], [3.9313, -0.5619, 2.0331], [2.3382, -1.1994, 3.0220], [3.4477, 0.3345, 3.5493], [1.0629, 1.4478, 2.3073], [0.6177, 1.3986, 3.7264], [1.4731, 1.4735, 4.4110], [0.0973, 0.4454, 3.9375], [-0.0780, 2.2190, 3.9303], [0.3417, 1.9866, 1.1743], [-0.8812, 2.8222, 1.2483], [-1.6789, 2.3445, 1.8314], [-1.2774, 3.0294, 0.2484], [-0.6501, 3.7857, 1.7254], [3.3038, 0.5067, -0.6193], [4.1035, 1.2641, -0.7204], [2.8615, 0.3668, -1.6197], [3.7772, -0.4379, -0.3114], [0.9581, 2.4691, -1.2954], [-0.1023, 2.6490, -1.5156], [1.3760, 1.8944, -2.1365], [1.4581, 3.4586, -1.3007], [0.0502, -3.7471, 5.0239], [0.2146, -3.8206, 6.1000], [-0.8292, -4.6181, 4.3736], [-1.3381, -5.3625, 4.9745], [-0.9448, -4.5471, 2.9876], [-1.6394, -5.1976, 2.4760], [-0.2039, -3.6035, 2.2894], [-0.2323, -3.5031, 1.2083], [0.6355, -2.7409, 3.0372], [1.4693, -1.7435, 2.3610], [1.9752, -2.1918, 1.4785], [-0.7147, -1.4931, -2.2717], [0.0320, -3.3823, -3.0545], [0.0630, -4.4506, -3.2041], [0.6105, -2.4096, -3.8106], [1.2210, -2.4655, -4.6953], [0.1904, -1.1763, -3.2710], [0.2354, 0.1117, -3.8143], [1.2720, 0.5485, -4.6548], [1.0254, 1.7094, -5.4066], [1.7777, 2.0678, -6.1079], [-0.1721, 2.4258, -5.2665], [-0.4694, 3.6311, -6.1137], [-1.0464, 4.3683, -5.5381], [-1.0720, 3.3648, -6.9942], [0.4517, 4.1045, -6.4689], [-1.1126, 2.0317, -4.3129], [-2.0206, 2.6166, -4.1632], [-0.9091, 0.8848, -3.5402], [-1.8358, 0.4512, -2.4571], [-2.2321, -0.5939, -2.5429], [-2.6931, 1.1293, -2.4696], [-1.3611, 0.5359, -1.4647], [2.5747, -0.1713, -4.6875], [2.4755, -1.1579, -5.1528], [2.9893, -0.3015, -3.6723], [3.3076, 0.3910, -5.2732], [-1.6914, -0.7937, 0.9097], [-2.4662, -0.3565, 2.3985], [-2.1738, -0.8298, 3.6294], [-3.0840, -0.3421, 4.6479], [-4.0101, 0.5913, 3.8698], [-3.5461, 0.4364, 2.4994], [-1.4611, -1.5421, 3.7960], [-2.5269, 0.1904, 5.4302], [-3.6341, -1.1736, 5.1105], [-3.9037, 1.6311, 4.1979], [-5.0592, 0.3004, 3.9605], [-3.9473, 0.9168, 1.6996]],
  "forces_ev_per_a": [[-0.96, -0.18, -1.58], [0.06, -0.45, 0.83], [0.18, -2.88, -1.29], [0.41, -0.89, 1.29], [-0.75, 1.00, 0.42], [0.42, -0.25, 0.99], [2.92, 3.87, -0.46], [0.08, 0.07, 0.14], [-1.54, -0.78, -0.99], [0.11, 0.02, 0.14], [1.10, 0.35, -1.13], [-0.21, -0.25, 0.24], [-0.13, 0.02, -0.04], [0.26, 0.40, 0.27], [-0.05, 0.07, 0.16], [1.41, -0.15, 0.30], [-0.24, 0.30, 0.03], [0.04, 0.06, -0.04], [-0.03, -0.04, 0.13], [-0.18, 0.02, -0.03], [0.20, -0.10, -0.19], [-0.07, -0.17, 0.07], [0.17, -0.07, 0.33], [-0.14, 0.28, -0.13], [-0.28, 0.01, -0.71], [0.22, -0.02, -0.09], [-0.18, 0.23, 0.22], [-0.09, -0.32, 0.14], [-0.82, 0.06, -0.81], [-0.12, 0.07, -0.06], [0.55, -0.12, 1.11], [-0.13, -0.11, -0.16], [0.12, 0.68, -0.62], [-0.03, -0.17, -0.16], [-0.53, -0.99, 0.86], [-0.10, -0.04, 0.15], [1.07, 0.99, -1.53], [-1.42, -2.79, 1.20], [-0.10, -0.02, 0.20], [2.10, 0.22, 3.02], [-0.16, 1.06, 0.25], [0.20, -0.10, 0.05], [0.40, 0.00, -0.48], [-0.03, -0.22, 0.06], [0.22, -1.33, -0.53], [-0.34, -0.77, -0.30], [-0.99, 0.61, 0.08], [-0.35, -0.03, 0.44], [0.00, -0.03, 0.11], [0.18, -0.12, 0.05], [-0.06, 0.19, -0.13], [0.18, -0.09, -0.17], [0.11, 0.06, 0.09], [-0.12, 0.01, 0.01], [0.45, -0.50, 0.28], [0.17, -0.06, 0.01], [0.18, 0.14, -0.58], [-2.10, 1.53, 0.14], [0.22, 1.53, 0.05], [-0.48, 0.95, -0.16], [-0.51, -0.17, -0.61], [0.57, -0.23, -0.22], [0.23, 0.21, 0.17], [-0.26, -0.10, -0.40], [-0.04, 0.05, 0.03], [-1.93, 0.14, 0.70], [0.97, -1.12, -0.75], [0.08, 0.02, -0.41], [0.40, -0.34, 0.45], [-0.23, 0.37, -0.30], [-0.47, 0.31, -0.17], [-0.15, 0.37, -0.23], [-0.17, -0.11, -0.08], [0.12, 0.17, -0.05], [-0.05, -0.09, 0.00], [0.00, 0.04, 0.05], [0.45, -0.29, 0.35]]
}



Entry 3:
{
  "formula": "C31H39FIN6O5Ru",
  "method": "ωB97M-V/def2-TZVPD",
  "total_charge": -2,
  "spin_multiplicity": 6,
  "gap_ev": [6.27, 5.55],
  "symbols": ["Ru", "N", "C", "C", "C", "C", "C", "C", "H", "H", "H", "H", "H", "N", "C", "O", "C", "I", "H", "H", "H", "H", "C", "C", "C", "C", "C", "C", "C", "C", "C", "C", "C", "C", "N", "H", "H", "H", "H", "H", "H", "H", "H", "H", "H", "H", "H", "H", "H", "H", "H", "H", "C", "C", "C", "C", "C", "N", "H", "H", "H", "H", "H", "H", "H", "H", "H", "F", "C", "C", "N", "C", "C", "O", "O", "C", "O", "N", "C", "O", "H", "H", "H", "H"],
  "xyz": [[-0.3610, 0.1816, -0.2459], [-2.0935, -0.4722, -0.4048], [-2.8363, -1.1333, 0.5052], [-2.4673, -2.4057, 1.0146], [-3.2733, -3.0862, 1.9092], [-4.4682, -2.5356, 2.3672], [-4.8430, -1.2816, 1.8882], [-4.0614, -0.5974, 0.9751], [-1.5244, -2.8305, 0.6896], [-2.9470, -4.0544, 2.2750], [-5.0891, -3.0671, 3.0781], [-5.7658, -0.8275, 2.2355], [-4.3573, 0.3798, 0.6143], [3.6882, 0.6668, 1.0314], [2.7335, 0.5643, 0.0849], [1.6002, 1.0545, 0.2797], [3.0961, -0.1441, -1.1196], [6.9524, 0.3348, -0.5267], [3.4658, 1.2613, 1.8136], [4.6679, 0.5808, 0.7502], [2.5207, 0.0404, -2.0140], [3.9674, -0.7830, -1.1324], [1.2461, -2.5027, -3.4347], [-0.2805, -2.5568, -3.4798], [-0.8251, -3.1192, -2.1649], [-0.9238, -1.2418, -3.8864], [-1.7355, -1.2494, -5.0126], [-2.3517, -0.1010, -5.4867], [-2.1159, 1.0915, -4.8220], [-1.3090, 1.1655, -3.6934], [-1.0683, 2.5438, -3.0965], [0.4134, 2.9224, -3.0133], [-1.7653, 2.7980, -1.7576], [-0.7203, -0.0228, -3.1755], [0.0595, 0.0193, -2.0621], [1.6497, -3.5088, -3.2819], [1.5805, -1.8673, -2.6154], [1.6623, -2.1063, -4.3640], [-0.5533, -3.2650, -4.2716], [-0.5384, -2.4831, -1.3309], [-0.4245, -4.1261, -1.9921], [-1.9149, -3.1735, -2.1718], [-1.8880, -2.1924, -5.5302], [-2.9887, -0.1318, -6.3628], [-2.5652, 2.0089, -5.1924], [-1.5275, 3.2348, -3.8140], [0.9323, 2.3007, -2.2853], [0.5137, 3.9681, -2.7078], [0.9072, 2.7967, -3.9799], [-1.2522, 2.3302, -0.9126], [-2.7875, 2.4189, -1.7540], [-1.7826, 3.8710, -1.5441], [3.6859, -3.7305, 2.0649], [2.6251, -3.9974, 0.9884], [3.2836, -4.2165, -0.3775], [1.7541, -5.1989, 1.3711], [1.7587, -2.8111, 0.8921], [1.0804, -1.8899, 0.8118], [4.3502, -4.5956, 2.1252], [3.2254, -3.5749, 3.0405], [4.2814, -2.8534, 1.8082], [3.9243, -5.0989, -0.3221], [3.8983, -3.3612, -0.6598], [2.5336, -4.3708, -1.1549], [2.3877, -6.0863, 1.4349], [0.9818, -5.3731, 0.6205], [1.2745, -5.0379, 2.3361], [-0.4259, -3.5908, 3.5860], [-0.1386, -2.3849, 4.1095], [-0.9219, -1.3225, 3.8924], [-0.6545, -0.0892, 4.4324], [-1.4523, 1.0490, 3.9742], [-1.2975, 1.3152, 2.4619], [-1.8127, 2.3320, 2.0150], [-0.6526, 0.4025, 1.8558], [0.4707, 0.1317, 5.1852], [0.7797, 1.2019, 5.6750], [1.2603, -0.9944, 5.3757], [1.0791, -2.2751, 4.8763], [1.8840, -3.1647, 5.0975], [-1.8026, -1.4003, 3.2694], [-1.1378, 1.9237, 4.5349], [-2.5036, 0.8529, 4.1861], [2.1069, -0.8351, 5.9001]],
  "forces_ev_per_a": [[0.17, 0.03, -0.14], [0.04, -0.14, -0.04], [-0.02, 0.05, 0.00], [0.03, 0.02, -0.05], [-0.02, 0.01, 0.00], [0.01, -0.05, 0.02], [0.02, 0.04, -0.03], [-0.03, -0.01, 0.07], [-0.04, 0.00, 0.03], [-0.01, 0.00, 0.01], [0.00, 0.00, 0.00], [0.00, 0.00, 0.00], [0.01, 0.01, 0.00], [0.05, 0.13, -0.08], [0.02, -0.05, 0.05], [0.01, 0.00, -0.01], [0.03, 0.07, -0.15], [0.03, -0.06, 0.04], [-0.01, -0.02, 0.02], [-0.04, -0.08, 0.04], [-0.12, -0.07, 0.09], [0.07, 0.10, 0.00], [0.05, 0.02, -0.02], [-0.07, 0.00, 0.05], [0.01, -0.03, -0.02], [-0.02, 0.05, -0.05], [0.01, 0.02, 0.03], [-0.03, -0.03, -0.05], [0.05, 0.03, 0.06], [-0.04, 0.01, -0.06], [0.01, -0.01, -0.01], [0.00, 0.00, -0.01], [-0.01, 0.01, 0.03], [0.09, -0.12, 0.06], [-0.17, 0.06, 0.22], [0.02, 0.00, -0.01], [-0.02, -0.02, 0.01], [-0.02, 0.00, 0.00], [0.01, -0.01, 0.00], [0.01, 0.02, 0.00], [-0.01, 0.01, 0.00], [0.00, 0.00, -0.01], [-0.01, 0.00, -0.01], [0.00, -0.01, 0.00], [0.00, -0.01, -0.01], [0.00, 0.01, 0.01], [0.00, 0.00, 0.01], [0.01, 0.00, 0.00], [-0.02, 0.00, -0.01], [0.02, 0.00, -0.01], [0.00, 0.00, -0.01], [-0.01, 0.00, 0.00], [0.01, 0.00, -0.04], [0.04, 0.07, 0.04], [0.01, 0.00, -0.04], [0.00, 0.00, 0.00], [0.00, -0.06, 0.04], [-0.16, 0.03, -0.07], [0.00, 0.01, 0.00], [-0.01, -0.01, 0.00], [0.01, -0.01, 0.00], [0.00, 0.00, -0.01], [0.00, 0.00, 0.01], [0.01, 0.00, 0.02], [0.00, 0.00, 0.00], [0.00, 0.00, 0.00], [0.00, 0.00, 0.01], [0.00, -0.01, 0.00], [0.09, 0.05, 0.06], [-0.06, -0.05, -0.06], [-0.09, -0.01, 0.00], [0.07, 0.03, 0.07], [0.03, -0.04, -0.06], [-0.02, -0.01, 0.02], [0.02, 0.05, 0.01], [0.09, -0.01, 0.00], [-0.02, -0.01, -0.01], [-0.03, 0.08, 0.02], [-0.03, -0.12, -0.05], [0.00, 0.03, 0.01], [-0.02, 0.02, 0.00], [-0.01, -0.01, -0.02], [-0.03, 0.00, -0.03], [0.01, 0.01, 0.01]]
}